Density functional theory data (ωB97M-V/def2-TZVPD) for a 20-piece molecular cluster, C76H166Cl14N15O21P5 overall at a distorted geometry.

Geometry as ORCA input:
```
! RIJCOSX wB97M-V def2-TZVPD def2/J DEFGRID3
* xyz 0 1
Cl 3.963 -2.082 -5.486
C 2.155 -2.496 -5.437
C 1.449 -2.156 -6.782
Cl 0.987 -0.448 -6.706
H 1.576 -2.256 -4.545
H 2.226 -3.584 -5.438
H 0.435 -2.557 -6.812
H 1.989 -2.418 -7.692
Cl -7.188 -0.535 1.434
C -5.833 -1.100 2.494
C -4.632 -1.587 1.669
Cl -3.813 -0.296 0.731
H -6.194 -1.960 3.058
H -5.540 -0.210 3.050
H -4.859 -2.307 0.883
H -3.914 -1.962 2.398
Cl 1.393 -9.130 -2.634
C 2.799 -8.211 -3.089
C 2.540 -6.735 -3.110
Cl 3.960 -5.648 -3.014
H 3.258 -8.607 -3.994
H 3.473 -8.362 -2.246
H 1.919 -6.437 -2.266
H 2.029 -6.446 -4.028
Cl 10.212 6.437 -3.099
C 8.604 6.426 -2.399
C 7.832 5.194 -2.859
Cl 6.195 5.509 -2.345
H 7.985 7.308 -2.562
H 8.643 6.268 -1.321
H 8.123 4.268 -2.363
H 7.816 5.213 -3.948
Cl 5.921 -8.799 -0.940
C 5.546 -7.231 -0.344
C 6.368 -6.219 -1.182
Cl 8.127 -6.277 -1.006
H 5.729 -7.122 0.725
H 4.469 -7.074 -0.290
H 5.882 -5.305 -0.841
H 6.099 -6.414 -2.220
Cl 2.852 4.982 3.236
C 4.333 4.234 2.550
C 4.145 3.461 1.258
Cl 3.037 4.257 0.054
H 4.691 3.518 3.290
H 5.200 4.893 2.509
H 3.786 2.484 1.581
H 5.104 3.534 0.745
Cl -5.343 1.068 -3.194
C -6.701 1.753 -2.378
C -7.681 0.738 -2.162
Cl -8.956 1.224 -0.902
H -7.059 2.636 -2.907
H -6.221 2.111 -1.467
H -7.138 -0.191 -1.988
H -8.291 0.555 -3.046
O 3.029 -0.282 0.933
P 2.306 -0.674 -0.321
N 0.583 -0.600 -0.061
C 0.016 -1.179 1.080
C -0.137 0.674 -0.435
N 2.722 -2.237 -0.762
C 1.817 -3.013 -1.627
C 3.795 -2.929 -0.156
N 2.517 0.277 -1.785
C 3.295 1.485 -1.785
C 2.011 -0.128 -3.027
H -1.072 -1.169 1.022
H 0.416 -0.793 2.018
H 0.465 -2.164 1.208
H 0.519 1.508 -0.688
H -0.723 1.108 0.375
H -0.838 0.470 -1.244
H 1.399 -3.886 -1.124
H 0.995 -2.362 -1.923
H 2.328 -3.226 -2.565
H 4.531 -2.212 0.208
H 3.338 -3.480 0.667
H 4.278 -3.625 -0.842
H 4.345 1.413 -1.504
H 3.348 1.876 -2.802
H 2.701 2.148 -1.156
H 1.973 0.669 -3.770
H 0.975 -0.455 -2.941
H 2.630 -0.931 -3.426
O -0.319 -4.386 -4.304
P -1.680 -3.992 -3.695
N -1.747 -2.409 -3.076
C -1.850 -1.244 -4.005
C -2.343 -2.051 -1.736
N -2.223 -5.057 -2.536
C -1.575 -5.100 -1.166
C -2.588 -6.401 -2.956
N -2.997 -3.820 -4.838
C -2.717 -4.207 -6.199
C -4.376 -3.499 -4.393
H -1.337 -0.351 -3.649
H -2.835 -1.030 -4.419
H -1.369 -1.536 -4.939
H -1.571 -2.298 -1.007
H -3.335 -2.493 -1.639
H -2.500 -0.978 -1.626
H -0.543 -5.443 -1.096
H -1.641 -4.098 -0.743
H -2.076 -5.746 -0.445
H -3.322 -6.421 -3.761
H -1.643 -6.770 -3.356
H -3.015 -7.072 -2.210
H -1.710 -3.966 -6.537
H -3.011 -5.244 -6.366
H -3.477 -3.685 -6.781
H -4.962 -3.111 -5.227
H -4.413 -2.882 -3.496
H -4.873 -4.410 -4.060
O -7.378 5.534 -1.427
P -6.394 6.167 -0.494
N -5.326 4.977 0.065
C -5.952 3.977 0.992
C -3.855 5.075 0.268
N -6.890 6.935 0.972
C -8.262 7.298 1.289
C -5.852 7.469 1.928
N -5.488 7.384 -1.315
C -4.497 7.020 -2.393
C -6.296 8.495 -1.702
H -6.026 4.478 1.957
H -5.397 3.040 1.032
H -6.955 3.653 0.714
H -3.452 4.136 -0.111
H -3.595 5.185 1.321
H -3.350 5.956 -0.129
H -8.841 6.693 0.591
H -8.534 6.979 2.295
H -8.560 8.343 1.206
H -6.122 8.343 2.521
H -5.428 6.702 2.577
H -5.205 7.869 1.148
H -3.916 7.877 -2.734
H -3.774 6.220 -2.232
H -5.226 6.686 -3.131
H -5.781 9.288 -2.245
H -6.917 8.863 -0.884
H -7.058 8.109 -2.379
O 1.948 -8.606 3.207
P 1.020 -7.489 3.160
N 1.273 -6.356 4.403
C 2.569 -5.613 4.391
C 0.791 -6.446 5.786
N -0.619 -7.831 3.384
C -1.554 -6.933 2.906
C -1.171 -9.139 3.969
N 1.095 -6.659 1.656
C 1.161 -7.486 0.444
C 0.984 -5.171 1.534
H 3.140 -5.815 3.484
H 3.226 -5.896 5.212
H 2.153 -4.607 4.451
H -0.117 -7.048 5.770
H 0.599 -5.431 6.133
H 1.497 -7.012 6.395
H -2.444 -7.080 3.518
H -1.276 -5.883 2.994
H -1.888 -7.269 1.924
H -0.344 -9.848 4.015
H -1.129 -8.872 5.026
H -2.127 -9.492 3.582
H 1.388 -6.833 -0.399
H 2.022 -8.139 0.590
H 0.257 -8.087 0.352
H 1.493 -4.992 0.587
H 1.432 -4.504 2.271
H -0.022 -4.766 1.427
O -0.077 3.126 6.485
P -1.529 3.257 6.175
N -2.359 1.969 6.847
C -1.702 0.618 7.050
C -3.867 1.807 6.800
N -1.923 3.288 4.491
C -1.024 2.438 3.624
C -3.136 3.663 3.877
N -2.296 4.665 6.628
C -2.573 4.887 8.015
C -1.688 5.942 6.153
H -1.489 0.104 6.113
H -2.423 -0.075 7.482
H -0.797 0.511 7.648
H -4.173 1.314 7.723
H -4.235 1.183 5.986
H -4.403 2.753 6.721
H 0.062 2.534 3.631
H -1.270 1.395 3.825
H -1.269 2.533 2.566
H -3.595 2.977 3.165
H -3.965 3.943 4.528
H -2.994 4.506 3.201
H -1.669 4.917 8.624
H -3.213 5.737 8.251
H -3.095 3.941 8.156
H -2.411 6.693 6.470
H -1.623 5.800 5.074
H -0.766 6.229 6.659
O 1.608 2.750 -6.550
C 1.829 3.688 -7.242
O 1.045 4.699 -7.448
C 1.483 5.545 -8.507
C 2.571 4.722 -9.148
C 3.067 3.902 -8.097
H 1.889 6.486 -8.135
H 0.572 5.797 -9.050
H 3.238 5.471 -9.574
H 2.271 4.170 -10.040
H 3.852 4.502 -7.636
H 3.395 2.898 -8.364
O 2.763 0.383 7.879
C 2.573 -0.105 6.752
O 3.039 -1.272 6.450
C 3.032 -1.509 5.076
C 1.840 -0.746 4.598
C 1.834 0.498 5.608
H 3.114 -2.580 4.891
H 3.861 -1.001 4.583
H 0.884 -1.228 4.808
H 1.838 -0.494 3.538
H 0.859 0.771 6.013
H 2.152 1.442 5.166
O 10.244 -1.665 -2.375
C 9.050 -1.466 -2.574
O 8.306 -2.311 -3.121
C 7.045 -1.738 -3.515
C 6.960 -0.262 -2.954
C 8.250 -0.306 -2.165
H 6.314 -2.339 -2.975
H 6.870 -1.873 -4.583
H 5.986 0.078 -2.604
H 7.193 0.421 -3.771
H 7.940 -0.167 -1.130
H 8.726 0.657 -2.351
O 5.352 -5.153 4.081
C 6.515 -5.110 3.778
O 6.932 -5.267 2.587
C 8.368 -4.959 2.366
C 8.877 -4.731 3.829
C 7.628 -4.705 4.716
H 8.341 -4.088 1.712
H 8.836 -5.761 1.794
H 9.572 -3.899 3.938
H 9.451 -5.616 4.105
H 7.474 -3.702 5.114
H 7.640 -5.448 5.513
O -3.632 4.054 -5.339
C -3.293 3.204 -6.122
O -2.606 3.501 -7.143
C -1.812 2.418 -7.607
C -2.139 1.198 -6.826
C -3.369 1.705 -6.004
H -0.742 2.551 -7.449
H -2.002 2.297 -8.674
H -1.350 1.002 -6.100
H -2.373 0.333 -7.446
H -3.465 1.360 -4.974
H -4.251 1.357 -6.541
O -3.473 -1.798 5.066
C -3.709 -2.956 5.351
O -4.878 -3.455 5.280
C -5.051 -4.793 5.600
C -3.669 -5.290 5.395
C -2.806 -4.089 5.759
H -5.805 -5.291 4.991
H -5.345 -4.882 6.646
H -3.464 -5.615 4.375
H -3.449 -6.143 6.036
H -1.892 -4.130 5.168
H -2.439 -3.953 6.777
O -0.825 6.784 -1.054
C -0.347 6.050 -1.977
O 0.211 6.600 -3.094
C 0.331 5.578 -4.104
C 0.049 4.269 -3.417
C -0.183 4.575 -1.958
H 1.337 5.610 -4.521
H -0.451 5.801 -4.829
H 0.798 3.499 -3.602
H -0.956 3.988 -3.731
H 0.609 4.241 -1.289
H -0.995 3.995 -1.521
O -1.717 10.157 1.413
C -1.224 9.074 1.841
O 0.072 8.909 1.893
C 0.553 7.580 2.014
C -0.805 6.788 2.089
C -1.944 7.761 2.081
H 1.109 7.413 2.937
H 1.086 7.238 1.126
H -0.930 6.246 3.026
H -0.775 5.971 1.368
H -2.378 7.759 3.081
H -2.621 7.552 1.253
*
```

electronic energy	-368611.271	eV
highest occupied orbital energy	-8.11	eV
Kohn-Sham gap	7.950	eV